This record from the OMol25 dataset describes a molecular structure, C22H46N2O2SSi4TeW at a distorted geometry. The level of theory is wB97M-V/def2-TZVPD.

relative energy (zero: lowest compared OMol25 entry of this formula, charge and spin) = 0.986 eV
Kohn-Sham gap (spin up / spin down) = 5.75 / 5.75 eV
net charge = +2
HOMO (spin up / spin down) = -0.489 / -0.489 Ha
LUMO energy (spin up / spin down) = -0.27805 / -0.27807 hartree
DFT total energy = -82089.4692 eV

Atoms and positions in Å:
W -2.304 -0.852 -1.099
C -2.652 0.043 -5.298
C -2.856 0.209 -3.831
O -2.137 -0.515 -3.113
C -3.799 1.154 -3.294
C -4.576 1.918 -4.194
C -5.444 2.890 -3.758
C -5.553 3.144 -2.393
C -4.811 2.421 -1.482
C -3.950 1.418 -1.914
O -3.255 0.775 -0.941
H -1.907 -0.726 -5.479
H -2.322 0.982 -5.747
H -3.590 -0.241 -5.778
H -4.485 1.733 -5.253
H -6.028 3.456 -4.468
H -6.224 3.914 -2.038
H -4.888 2.616 -0.421
C -2.030 -0.098 2.108
N -2.779 -0.958 1.189
C -4.246 -0.817 1.393
C -2.108 -2.027 0.577
S -3.827 -2.325 -1.541
N -1.633 -3.075 1.126
C -1.951 -3.476 2.509
C -0.916 -4.073 0.321
H -2.287 0.941 1.903
H -0.968 -0.236 1.950
H -2.295 -0.341 3.140
H -4.436 -0.677 2.459
H -4.759 -1.710 1.058
H -4.615 0.048 0.849
H -2.525 -2.699 3.003
H -1.024 -3.661 3.049
H -2.534 -4.394 2.476
H -0.477 -3.591 -0.545
H -1.618 -4.847 0.007
H -0.132 -4.514 0.937
C 5.610 0.444 -0.536
Si 3.965 -0.216 -1.140
C 3.974 -2.083 -1.328
C 3.472 0.592 -2.756
Si 2.394 0.323 0.555
Te 0.165 -0.136 -0.781
Si 2.518 -1.092 2.464
C 1.654 -2.715 2.051
C 4.342 -1.347 2.793
C 1.696 -0.285 3.948
Si 2.002 2.615 0.991
C 2.038 3.580 -0.613
C 3.411 3.120 2.120
C 0.334 2.812 1.844
H 6.381 0.203 -1.269
H 5.915 0.011 0.416
H 5.592 1.529 -0.427
H 4.659 -2.371 -2.128
H 2.984 -2.455 -1.596
H 4.298 -2.596 -0.422
H 4.223 0.353 -3.510
H 3.415 1.678 -2.681
H 2.510 0.224 -3.123
H 2.116 -3.206 1.195
H 0.598 -2.521 1.808
H 1.697 -3.399 2.901
H 4.849 -1.856 1.974
H 4.454 -1.965 3.687
H 4.860 -0.407 2.983
H 0.626 -0.170 3.832
H 2.113 0.699 4.158
H 1.864 -0.903 4.833
H 3.027 3.554 -1.068
H 1.800 4.627 -0.411
H 1.317 3.210 -1.343
H 4.387 2.944 1.666
H 3.384 2.600 3.077
H 3.336 4.190 2.327
H -0.478 2.533 1.166
H 0.183 3.857 2.122
H 0.256 2.217 2.752